Record 1
Formula: C32H82AlF3N2O19P3
Source: OMol25
Level of theory: ωB97M-V/def2-TZVPD

- total charge = -1

Positions of all 142 atoms, in Å:
1 N -0.29 -1.83 -0.36
2 P -1.69 -1.54 -1.10
3 Al -2.70 -3.58 -1.80
4 C -1.73 -5.09 -0.98
5 C -0.19 -5.02 -1.18
6 C 0.41 -6.32 -0.73
7 F 0.51 -7.34 -1.62
8 C 0.69 -6.51 0.55
9 F 0.99 -5.44 1.30
10 F 0.66 -7.61 1.28
11 P -4.99 -3.62 -1.12
12 N -5.72 -2.23 -1.22
13 O -5.86 -4.79 -1.85
14 O -5.15 -4.26 0.37
15 P -2.54 -3.66 -4.17
16 O -1.53 -2.64 -4.57
17 O -3.94 -3.56 -4.99
18 O -2.18 -5.15 -4.71
19 H 0.46 -1.33 -0.82
20 H -1.58 -0.65 -2.18
21 H -2.60 -0.84 -0.26
22 H -1.98 -5.08 0.08
23 H -2.08 -6.04 -1.40
24 H 0.07 -4.77 -2.21
25 H 0.23 -4.25 -0.54
26 H -5.10 -1.51 -1.57
27 H -5.43 -5.05 -2.67
28 H -4.42 -3.98 0.94
29 H -4.45 -2.80 -4.68
30 H -1.30 -5.38 -4.38
31 C 1.19 -1.57 -3.74
32 O 2.34 -0.81 -3.38
33 C 3.54 -1.55 -3.38
34 C 4.35 -1.34 -4.64
35 O 3.69 -1.83 -5.80
36 C 2.99 -0.84 -6.52
37 H 0.39 -0.87 -3.95
38 H 1.35 -2.19 -4.62
39 H 0.87 -2.21 -2.90
40 H 3.34 -2.62 -3.23
41 H 4.14 -1.21 -2.53
42 H 5.29 -1.89 -4.55
43 H 4.58 -0.28 -4.75
44 H 3.69 -0.23 -7.11
45 H 2.42 -0.19 -5.86
46 H 2.31 -1.35 -7.20
47 C -2.06 -5.69 5.15
48 O -1.36 -4.47 5.27
49 C -0.70 -4.08 4.07
50 C -1.48 -3.07 3.26
51 O -2.71 -3.60 2.79
52 C -3.82 -3.22 3.59
53 H -2.75 -5.75 6.00
54 H -2.64 -5.73 4.23
55 H -1.38 -6.54 5.19
56 H -0.49 -4.96 3.45
57 H 0.26 -3.64 4.36
58 H -0.88 -2.80 2.38
59 H -1.66 -2.16 3.83
60 H -4.11 -2.18 3.38
61 H -3.58 -3.31 4.66
62 H -4.65 -3.88 3.34
63 C 5.95 -1.86 -0.21
64 O 5.10 -1.05 0.58
65 C 4.20 -0.26 -0.19
66 C 2.82 -0.87 -0.29
67 O 2.84 -2.10 -0.99
68 C 2.81 -3.24 -0.16
69 H 6.38 -2.62 0.43
70 H 5.40 -2.35 -1.02
71 H 6.76 -1.26 -0.64
72 H 4.61 -0.09 -1.19
73 H 4.12 0.71 0.30
74 H 2.18 -0.19 -0.85
75 H 2.38 -1.00 0.70
76 H 1.81 -3.40 0.23
77 H 3.51 -3.15 0.67
78 H 3.09 -4.10 -0.78
79 C -3.23 3.13 3.79
80 O -2.17 3.10 4.73
81 C -2.24 2.01 5.64
82 C -1.36 0.86 5.21
83 O -1.79 0.30 3.98
84 C -1.06 0.75 2.85
85 H -2.94 3.80 2.99
86 H -3.43 2.14 3.38
87 H -4.14 3.53 4.25
88 H -3.27 1.66 5.74
89 H -1.90 2.37 6.61
90 H -1.41 0.07 5.97
91 H -0.32 1.19 5.14
92 H -0.09 0.24 2.78
93 H -0.90 1.83 2.88
94 H -1.64 0.50 1.97
95 C 7.22 0.88 -3.41
96 O 6.81 1.53 -2.22
97 C 7.83 1.63 -1.25
98 C 8.45 3.01 -1.24
99 O 9.13 3.31 -2.45
100 C 8.37 4.09 -3.36
101 H 6.48 1.10 -4.18
102 H 8.20 1.23 -3.74
103 H 7.26 -0.21 -3.27
104 H 8.59 0.87 -1.40
105 H 7.37 1.46 -0.27
106 H 9.19 3.06 -0.44
107 H 7.68 3.77 -1.04
108 H 8.36 5.14 -3.05
109 H 7.34 3.73 -3.44
110 H 8.85 4.01 -4.33
111 C 0.34 2.53 -1.52
112 O -0.67 1.83 -0.82
113 C -0.79 2.16 0.55
114 C -1.92 3.12 0.82
115 O -1.71 4.39 0.22
116 C -2.40 4.55 -1.01
117 H 0.15 2.39 -2.58
118 H 0.33 3.59 -1.28
119 H 1.33 2.11 -1.29
120 H 0.16 2.56 0.92
121 H -0.99 1.22 1.08
122 H -1.99 3.28 1.90
123 H -2.86 2.69 0.48
124 H -3.46 4.74 -0.84
125 H -2.29 3.67 -1.65
126 H -1.96 5.41 -1.52
127 C -4.07 6.50 1.47
128 O -4.93 6.11 2.53
129 C -5.02 7.06 3.57
130 C -6.27 7.91 3.47
131 O -6.28 8.71 2.30
132 C -7.04 8.17 1.24
133 H -4.28 5.85 0.63
134 H -4.24 7.54 1.18
135 H -3.02 6.37 1.76
136 H -4.14 7.71 3.59
137 H -5.06 6.51 4.52
138 H -6.31 8.58 4.33
139 H -7.16 7.27 3.50
140 H -8.12 8.31 1.41
141 H -6.84 7.10 1.10
142 H -6.76 8.70 0.33

=====

Record 2
Formula: C32H82Br8N6O6
Source: OMol25
Level of theory: ωB97M-V/def2-TZVPD

- ΔE to the lowest compared entry with this formula, charge and spin (kJ/mol) = 336.02

Positions of all 134 atoms, in Å:
1 C -4.51 -6.45 1.88
2 O -4.02 -5.20 1.57
3 C -3.34 -4.53 2.65
4 C -2.51 -3.24 2.23
5 C -1.59 -2.75 3.35
6 N -3.41 -2.09 1.92
7 H -4.98 -6.43 2.87
8 H -3.68 -7.16 1.84
9 H -5.27 -6.80 1.19
10 H -4.22 -4.21 3.22
11 H -2.70 -5.23 3.17
12 H -2.02 -3.51 1.29
13 H -2.02 -2.34 4.27
14 H -0.79 -2.12 2.96
15 H -1.11 -3.64 3.74
16 H -3.01 -1.16 1.93
17 H -4.05 -2.34 1.18
18 C 2.93 2.54 -5.21
19 O 2.33 1.76 -4.17
20 C 3.29 1.04 -3.37
21 C 3.96 -0.21 -3.98
22 C 2.94 -1.21 -4.46
23 N 4.90 -0.74 -3.06
24 H 2.25 3.23 -5.70
25 H 3.35 1.86 -5.95
26 H 3.80 3.14 -4.96
27 H 3.99 1.77 -2.96
28 H 2.73 0.53 -2.59
29 H 4.44 0.17 -4.88
30 H 3.49 -1.95 -5.05
31 H 2.26 -0.75 -5.18
32 H 2.34 -1.61 -3.64
33 H 5.50 -1.44 -3.48
34 H 5.48 -0.02 -2.65
35 C 2.52 4.20 -0.80
36 O 2.78 5.49 -0.27
37 C 1.66 6.30 -0.03
38 C 2.13 7.68 0.40
39 C 1.04 8.66 0.89
40 N 3.01 8.39 -0.63
41 H 2.34 4.35 -1.87
42 H 1.67 3.67 -0.37
43 H 3.40 3.56 -0.70
44 H 0.97 6.26 -0.87
45 H 0.97 5.89 0.71
46 H 2.84 7.60 1.23
47 H 0.51 9.03 0.02
48 H 1.58 9.51 1.31
49 H 0.48 8.37 1.78
50 H 2.47 8.56 -1.46
51 H 3.75 7.81 -0.99
52 C 3.22 -6.78 0.17
53 O 2.82 -5.42 0.29
54 C 3.81 -4.42 0.13
55 C 4.64 -4.25 1.47
56 C 3.77 -4.10 2.67
57 N 5.44 -2.99 1.48
58 H 3.97 -7.10 0.90
59 H 3.56 -6.90 -0.86
60 H 2.31 -7.35 0.35
61 H 4.33 -4.68 -0.79
62 H 3.36 -3.46 -0.12
63 H 5.42 -5.02 1.53
64 H 3.49 -5.09 3.04
65 H 2.84 -3.59 2.45
66 H 4.28 -3.67 3.53
67 H 5.72 -2.86 0.52
68 H 4.71 -2.31 1.66
69 C 1.04 0.04 4.88
70 O 1.15 1.31 4.25
71 C 0.41 2.43 4.79
72 C 1.12 3.74 4.20
73 C 0.46 5.06 4.69
74 N 1.07 3.68 2.71
75 H -0.01 -0.28 4.89
76 H 1.32 0.09 5.94
77 H 1.67 -0.65 4.31
78 H -0.68 2.35 4.79
79 H 0.88 2.43 5.77
80 H 2.19 3.78 4.38
81 H -0.36 4.71 5.31
82 H -0.05 5.64 3.92
83 H 1.14 5.75 5.20
84 H 1.22 2.72 2.46
85 H 0.15 3.91 2.35
86 C -0.67 0.11 -4.89
87 O -1.48 -1.06 -4.86
88 C -0.64 -2.22 -5.05
89 C -1.51 -3.44 -5.19
90 C -0.86 -4.79 -5.19
91 N -2.29 -3.23 -6.40
92 H -0.03 0.19 -5.77
93 H 0.06 0.08 -4.08
94 H -1.12 1.09 -4.71
95 H 0.05 -2.03 -5.88
96 H -0.01 -2.38 -4.18
97 H -2.23 -3.41 -4.37
98 H -1.49 -5.68 -5.08
99 H -0.13 -4.83 -4.38
100 H -0.20 -4.98 -6.03
101 H -1.67 -3.25 -7.20
102 H -2.43 -2.23 -6.32
103 Br 0.25 0.89 -1.23
104 C 0.08 1.34 0.72
105 C -0.18 0.01 1.51
106 Br 1.43 -1.18 1.56
107 H -0.76 2.01 0.88
108 H 0.98 1.91 0.98
109 H -0.91 -0.55 0.92
110 H -0.55 0.29 2.49
111 Br -3.00 1.42 3.26
112 C -4.46 1.01 4.55
113 C -4.42 -0.41 5.09
114 Br -2.90 -0.41 6.28
115 H -5.38 1.29 4.03
116 H -4.39 1.75 5.35
117 H -4.29 -1.15 4.31
118 H -5.28 -0.46 5.76
119 Br -1.58 -2.02 -1.81
120 C -2.78 -0.47 -1.89
121 C -4.01 -0.91 -2.74
122 Br -5.43 -1.54 -1.40
123 H -2.19 0.33 -2.35
124 H -2.99 -0.14 -0.88
125 H -3.76 -1.70 -3.45
126 H -4.38 -0.17 -3.45
127 Br -3.25 3.25 -0.15
128 C -5.04 2.47 -0.64
129 C -5.95 2.44 0.61
130 Br -7.64 1.63 -0.06
131 H -4.90 1.58 -1.25
132 H -5.38 3.22 -1.36
133 H -6.09 3.47 0.94
134 H -5.45 1.84 1.37

=====

HOMO-LUMO gap list, top to bottom, in eV: 7.21 9.05
LUMO energy list, top to bottom, in eV: 2.1175 0.1610
E_tot list, top to bottom, in eV: -119007.7166 -616073.3272